Formula: C29H30NO4Zn
Source: OMol25
Level of theory: wB97M-V/def2-TZVPD

Element x y z (Å)
C -2.559083 0.945231 -0.629531
C -2.485879 -0.265534 -1.369012
C -1.834745 -1.241278 -0.575248
H -2.936091 -0.449364 -2.342727
C -1.521478 -0.671179 0.681010
C -1.981382 0.696311 0.680607
H -1.145570 -1.191474 1.562954
C 0.980268 2.178015 -1.895046
C 0.259147 1.555427 -2.965088
C 0.571387 0.175486 -2.970518
H -0.393038 2.067042 -3.674634
C 1.471379 -0.098945 -1.908239
C 1.677114 1.121104 -1.171165
H -1.713145 -2.289893 -0.842073
H -2.101460 1.319540 1.567758
H -3.114004 1.841863 -0.903104
H 2.433989 1.262396 -0.397599
H 0.255515 -0.552491 -3.717129
H 1.190802 3.239002 -1.766366
Zn -0.286641 1.392072 -0.319824
C 2.215334 -1.370613 -1.626409
C 3.723913 -1.102257 -1.725975
C 1.834127 -2.471054 -2.620482
H 3.973377 -0.762960 -2.738043
H 4.257887 -2.030341 -1.506692
H 4.051337 -0.343070 -1.008201
H 2.058493 -2.150343 -3.645610
H 0.769086 -2.722834 -2.548342
H 2.423915 -3.366666 -2.397255
C 1.819613 -1.809694 -0.185459
C 2.546686 -3.039998 0.342501
H 0.732849 -2.004342 -0.173184
H 2.011875 -0.996518 0.537737
O 3.649875 -3.407171 -0.062097
N 1.930146 -3.768389 1.324377
C 0.658395 -3.513573 1.993658
H 2.501014 -4.511871 1.705833
C -0.525313 -4.123161 1.264968
C -1.799889 -3.998203 1.829526
H -1.894407 -3.500153 2.799185
C -2.918515 -4.486370 1.153306
H -3.907226 -4.366239 1.599891
C -2.765971 -5.121259 -0.087217
H -3.643052 -5.491354 -0.621994
C -1.488119 -5.291929 -0.631415
H -1.347913 -5.799967 -1.587430
C -0.363032 -4.811311 0.055559
H 0.641713 -4.973193 -0.345854
H 0.494889 -2.429939 2.129686
H 0.732261 -3.955506 2.999999
O 0.334939 4.292777 3.315007
C -0.207864 5.321743 2.654861
C -0.313236 6.575295 3.289391
C -0.798901 7.668782 2.580585
C -1.195280 7.534648 1.246328
C -1.125081 6.289642 0.624289
C -0.644219 5.175780 1.305633
C -0.584330 3.853372 0.636746
O -1.100185 3.691817 -0.501601
O 0.017500 2.873753 1.264332
H 0.333581 3.528506 2.637695
H 0.010623 6.674681 4.323919
H -0.868308 8.639115 3.074298
H -1.556975 8.396871 0.689859
H -1.442699 6.170163 -0.410934

Cartesian forces, eV/Å:
-0.4 -0.9 0.2
0.0 0.1 0.8
-0.5 0.2 0.5
0.4 0.2 0.1
-0.6 0.1 -0.3
-0.2 -0.6 -0.4
0.0 0.2 -0.4
0.1 -0.7 -0.7
0.8 0.3 0.4
0.9 0.1 0.4
0.2 -0.1 0.3
-0.7 0.9 -0.4
0.0 -0.3 -0.9
0.2 0.3 0.0
0.2 -0.1 -0.4
0.4 -0.2 0.0
-0.2 0.1 -0.3
-0.1 0.2 0.3
-0.5 -0.3 0.1
-0.2 0.7 0.1
-0.2 -0.1 0.6
0.2 -0.3 -0.1
0.1 -0.1 0.1
-0.1 0.1 0.1
0.1 0.3 -0.2
-0.1 0.0 -0.1
-0.1 -0.1 0.2
0.1 0.1 0.0
-0.1 0.0 -0.1
0.0 -0.5 0.0
0.5 -0.1 -0.3
0.4 0.2 0.0
-0.1 -0.2 -0.3
-0.7 -0.1 0.5
-0.1 0.2 0.6
0.3 0.0 -0.2
0.0 0.1 -0.2
-0.2 -0.3 -0.1
0.0 -0.1 -0.4
-0.1 -0.1 -0.3
0.2 -0.1 0.0
0.3 0.0 -0.2
0.2 0.0 0.1
0.3 0.1 0.2
0.1 0.1 0.4
-0.1 0.1 0.3
-0.4 0.1 0.1
-0.4 0.2 0.1
0.1 -0.4 -0.1
0.0 0.2 -0.3
-0.1 -0.3 -0.2
0.0 0.4 -0.5
0.0 -0.1 -0.3
0.0 -0.2 0.0
0.0 -0.1 -0.1
-0.1 0.3 0.1
0.2 0.3 0.8
-0.3 -1.0 -1.2
0.6 0.2 1.7
-0.3 0.9 -0.6
0.0 0.3 0.4
0.0 -0.1 -0.2
0.0 -0.2 -0.1
0.0 -0.1 0.1
0.1 -0.1 0.3

The HOMO energy comes out at -4.208 eV. The LUMO energy comes out at 2.61 eV. Its charge is -1. The gap between HOMO and LUMO comes out at 6.818 eV.

Results of the natural (NBO) charge analysis, in e, for atoms 1 through 5: -0.41, -0.31, -0.29, 0.20, -0.38

***

Formula: C7H13N2
Source: OMol25
Level of theory: wB97M-V/def2-TZVPD

Element x y z (Å)
C -0.932838 -1.298854 -0.675747
C 0.417846 -1.336556 -0.701770
C -0.260844 1.890775 1.183945
C 1.155423 -0.017406 -0.916928
C -1.620628 -0.008064 1.334252
C -1.869074 -0.517138 -0.069732
C 1.229244 -2.568622 -0.953037
N -1.501333 1.436340 1.183301
N 0.374556 1.261555 -0.570560
H 0.030773 2.973329 1.180967
H 0.429328 1.528412 1.988352
H 2.062803 0.249283 -0.446071
H 1.543717 -0.009065 -1.961953
H -2.583089 -0.235869 1.992576
H -0.814416 -0.405176 1.775203
H -2.773179 -0.373106 -0.693616
H 2.226498 -2.451177 -0.393332
H 1.554066 -2.486201 -1.963795
H 0.494471 -3.359749 -0.755092
H -2.257167 1.816736 0.651238
H 0.948897 1.942096 -1.021962
H -0.652250 1.130704 -0.918298

Cartesian forces, eV/Å:
1.1 2.7 2.1
-0.7 0.4 -0.6
1.8 1.4 0.7
-1.2 1.0 -0.8
-6.8 0.7 -0.7
1.0 -2.8 -2.1
0.5 1.3 1.6
0.5 -0.5 1.3
-1.7 -2.0 -0.3
-1.1 -0.8 -1.0
-0.6 -0.8 -1.2
1.2 -1.2 1.5
-0.9 0.4 0.1
2.1 0.5 -1.1
3.0 -1.4 1.4
0.1 0.4 1.1
-1.7 -1.0 -0.2
0.0 -0.6 -1.1
1.3 -0.5 -0.1
-0.1 0.9 -0.2
-0.4 1.2 -0.5
2.5 0.7 0.1

The HOMO energy comes out at -13.050 eV. The LUMO energy comes out at -3.59 eV. Its charge is +1. The gap between HOMO and LUMO comes out at 9.461 eV.

Results of the natural (NBO) charge analysis, in e, for atoms 1 through 5: 0.06, -0.03, 0.05, -0.27, -0.24

***

Formula: C2H3ClS
Source: OMol25
Level of theory: wB97M-V/def2-TZVPD

Element x y z (Å)
C 0.133345 0.571729 0.116315
C -1.093677 0.271393 -0.658596
S -0.811248 1.967687 0.179463
Cl -2.394843 -0.789197 0.079024
H 0.194283 -1.021034 1.747281
H 1.077299 0.445856 -0.334314
H -1.324855 0.161188 -1.782344

Cartesian forces, eV/Å:
-1.1 -2.3 -0.5
-1.3 0.2 0.2
-0.9 -0.3 -0.6
0.9 0.7 -0.3
0.0 0.9 -0.8
1.2 0.1 0.0
1.2 0.7 1.9

The HOMO energy (alpha / beta) comes out at -9.629 / -8.626 eV. The LUMO energy (alpha / beta) comes out at -0.76 / -0.37 eV. The gap between HOMO and LUMO (alpha / beta) comes out at 8.868 / 8.258 eV.

Results of the natural (NBO) charge analysis, in e, for atoms 1 through 5: -0.40, -0.30, 0.27, -0.05, -0.01

***

Formula: C5H16NO2
Source: OMol25
Level of theory: wB97M-V/def2-TZVPD

Element x y z (Å)
C 1.890815 -1.513148 0.666940
C 1.677143 -0.401555 -0.354025
C 0.307477 0.247960 -0.238809
C 0.272586 1.537648 -1.020240
C -0.669100 -0.779093 -0.946058
N 1.294878 -1.066998 1.884854
H 2.944584 -1.746346 0.812314
H 1.377299 -2.420200 0.288086
H 2.375018 0.384012 0.014454
H 1.987244 -0.614390 -1.388051
H 0.629435 1.283651 -2.016877
H -0.751225 1.914971 -1.160343
H -0.533435 -0.981012 -2.030283
H -1.578688 -0.174862 -0.865210
H -0.945389 -1.692137 -0.443017
H -0.076171 0.466856 0.754328
H 1.464612 0.001080 2.064840
H 1.552911 -1.622946 2.684593
H -5.862371 0.336369 -0.034848
H -6.314666 0.500048 -1.441549
O -5.552461 0.619356 -0.854096
H 0.951547 2.320426 -0.587395
H 1.929728 1.967628 2.488336
O 1.628229 1.432679 1.722057

Cartesian forces, eV/Å:
-1.4 2.1 -0.4
0.3 -0.5 0.9
-0.6 -1.0 -1.4
0.3 0.9 -0.4
-1.2 1.3 -0.4
1.6 -0.7 -0.6
0.4 -0.6 0.2
0.2 -0.2 0.3
0.3 0.4 0.2
-0.3 -0.2 0.4
0.1 0.3 -0.3
0.4 0.0 0.3
0.4 0.3 0.8
-0.3 -0.2 -0.3
0.6 -0.4 0.5
0.4 -0.5 0.0
-1.0 1.4 -0.3
0.1 -0.5 0.5
-0.8 -0.7 2.3
0.4 0.1 0.1
0.4 0.6 -2.4
-0.8 -0.7 -0.4
0.2 -0.5 -0.2
0.2 -0.6 0.7

The HOMO energy comes out at -13.622 eV. The LUMO energy comes out at -9.64 eV. Its charge is +1. The gap between HOMO and LUMO comes out at 3.982 eV.

Results of the natural (NBO) charge analysis, in e, for atoms 1 through 5: -0.30, -0.41, -0.21, -0.61, -0.61

***

Formula: C4H7NO
Source: OMol25
Level of theory: wB97M-V/def2-TZVPD

Element x y z (Å)
O 1.790802 0.742520 0.345409
C 0.905013 0.229470 -0.625879
C 0.257208 -1.113992 -0.218898
C -1.037100 -0.617132 0.382600
N -0.971866 0.464282 1.082700
C -0.354929 0.991705 -0.941862
H 1.220299 0.988238 1.090759
H 1.484631 0.132096 -1.552866
H 0.863600 -1.693016 0.485877
H 0.039277 -1.730091 -1.094829
H -1.966910 -1.178812 0.240569
H -1.900178 0.796218 1.344296
H -0.317582 2.024123 -0.551444

Cartesian forces, eV/Å:
-0.1 0.1 0.2
-0.2 -0.1 -0.3
0.0 -0.1 0.0
0.0 0.0 0.0
-0.1 -0.2 -0.2
0.2 0.1 0.2
0.2 0.0 -0.1
-0.1 0.0 0.1
-0.1 0.1 0.0
0.0 0.1 0.1
0.1 0.1 0.0
0.1 0.0 0.0
0.0 -0.1 -0.1

The HOMO energy comes out at -8.486 eV. The LUMO energy comes out at 0.59 eV. The gap between HOMO and LUMO comes out at 9.078 eV.

Results of the natural (NBO) charge analysis, in e, for atoms 1 through 5: -0.72, -0.06, -0.49, 0.21, -0.65

***

Formula: C7H8N4S
Source: OMol25
Level of theory: wB97M-V/def2-TZVPD

Element x y z (Å)
C 4.975865 1.094020 0.018219
C 2.892288 0.948289 -0.002165
C 2.976910 -0.387725 -0.021145
C 0.735049 -1.401117 -0.010668
C 0.220881 0.965068 -0.085985
C -1.568837 -0.523060 -0.061648
C -2.061350 0.927218 0.059618
N 3.860588 1.771993 0.016950
N -0.092885 -0.371226 -0.037105
N 2.057708 -1.415242 -0.008342
N -0.829734 1.687974 -0.069319
S 4.756091 -0.628262 -0.009910
H 5.945954 1.561275 0.060423
H 0.266590 -2.380159 0.007021
H -1.907413 -1.160842 0.753646
H -1.873314 -0.973055 -1.008533
H -2.772876 1.208031 -0.719673
H -2.518400 1.143527 1.032499
H 2.496894 -2.335570 0.017505
H -0.832131 2.699939 -0.126829

Cartesian forces, eV/Å:
-0.1 -0.7 0.1
-1.4 -0.2 -0.1
1.3 0.8 0.0
0.4 -0.1 0.0
3.8 0.8 0.1
-0.8 -0.5 -0.2
-1.1 -0.2 0.3
-1.3 0.3 -0.1
-0.3 0.0 0.1
-0.5 -0.5 0.0
0.2 0.0 -0.1
-0.7 0.4 0.0
0.2 -0.1 -0.1
0.0 0.0 0.0
0.1 0.1 0.0
0.1 0.0 0.1
0.1 -0.1 0.0
0.1 -0.1 -0.2
-0.4 0.0 0.0
0.2 0.0 0.1

The HOMO energy comes out at -17.631 eV. The LUMO energy comes out at -10.09 eV. Its charge is +2. The gap between HOMO and LUMO comes out at 7.538 eV.

Results of the natural (NBO) charge analysis, in e, for atoms 1 through 5: -0.06, 0.54, -0.18, 0.44, 0.42

***

Short version: electronic energy = -3258.2246 -383.6271 -936.1854 -404.8231 -286.4410 -887.9648 Ha, in the order given.